Record 1
Below is an isolated molecule of C4HF6NO3S, with properties calculated with wB97M-V/def2-TZVPD.

Last column: natural (NBO) charge in e.
Positions of all 16 atoms, in Å:
C (-1.91776, -1.32605, -0.84968)  0.946
C (0.78129, 0.35806, 0.44748)  -0.790
C (1.61648, -0.68215, -0.17844)  0.979
C (0.61733, 1.65713, -0.22907)  0.980
N (-1.92918, -0.31186, -0.18444)  -0.864
O (-1.80911, -2.32047, -1.39029)  -0.382
O (-0.43327, -1.56830, 1.70453)  -0.852
O (-1.21546, 0.72660, 2.12682)  -0.848
F (2.64589, -0.16262, -0.85215)  -0.305
F (2.12180, -1.53845, 0.71308)  -0.308
F (0.94412, -1.45957, -1.07331)  -0.344
F (-0.60868, 2.17435, -0.01658)  -0.332
F (1.48658, 2.59533, 0.16370)  -0.309
F (0.73685, 1.58207, -1.57042)  -0.321
S (-0.48862, -0.20278, 1.35009)  2.278
H (-2.54824, 0.47871, -0.16133)  0.474

## Properties
ΔE to the lowest compared entry with this formula, charge and spin: 0.0 kJ/mol
HOMO-LUMO gap: 9.51 eV
LUMO: -0.9 eV


Record 2
Below is a structure of composition C13H27AlClNO6PS, with properties calculated with wB97M-V/def2-TZVPD.

Last column: natural (NBO) charge in e.
Positions of all 51 atoms, in Å:
C (4.37632, -1.30371, 1.33764)  -0.616
C (4.74054, -2.21081, 0.06637)  -0.421
C (4.08288, -1.63232, -1.28491)  -0.077
O (3.36816, -0.38516, -1.05518)  -0.572
C (2.06425, -0.58591, -1.66223)  -0.083
C (1.18609, 0.75806, -1.68348)  0.050
O (-0.17001, 0.58927, -2.19360)  -0.953
Al (-1.04003, -0.20786, -0.73665)  1.737
C (-2.79032, 0.65906, -0.12006)  -1.104
C (-3.71295, -0.43248, 0.53333)  0.710
O (-3.13618, -1.32916, 1.20559)  -0.659
N (-5.14854, -0.52281, 0.40248)  -0.475
C (-5.78004, -1.24215, 1.53552)  -0.418
C (-5.78981, 0.78588, 0.09730)  -0.424
P (-1.12912, -2.45440, -1.38406)  1.125
O (-0.16067, -3.51293, -0.46217)  -0.992
O (-2.77447, -2.99674, -1.43963)  -0.975
S (-0.48440, -2.58702, -3.24227)  -0.652
O (0.20928, 0.35092, 0.51588)  -0.972
C (1.03226, 1.32025, -0.18534)  0.037
C (0.69204, 2.86930, 0.00210)  -0.171
Cl (0.20318, 3.71837, -1.56819)  -0.113
C (1.98765, 3.62345, 0.53711)  -0.415
C (2.23367, 3.42776, 2.10811)  -0.626
H (3.28972, -1.40618, 1.62774)  0.221
H (5.03753, -1.61481, 2.20696)  0.191
H (4.61530, -0.21026, 1.13084)  0.218
H (4.45671, -3.30223, 0.24396)  0.198
H (5.87920, -2.22316, -0.04276)  0.185
H (4.95173, -1.41403, -1.98907)  0.171
H (3.41859, -2.44621, -1.69560)  0.197
H (2.24778, -0.92030, -2.73916)  0.189
H (1.53002, -1.41835, -1.09569)  0.182
H (1.62481, 1.47161, -2.46043)  0.191
H (-2.49480, 1.37029, 0.72757)  0.254
H (-3.29721, 1.30104, -0.90082)  0.228
H (-6.86636, -0.97714, 1.70524)  0.189
H (-5.24861, -1.11290, 2.52899)  0.204
H (-5.76489, -2.35186, 1.26415)  0.211
H (-5.19812, 1.69251, 0.41415)  0.207
H (-6.03443, 0.77760, -1.01868)  0.204
H (-6.80567, 0.87291, 0.61282)  0.191
H (-0.15884, -3.25157, 0.48312)  0.495
H (-2.73719, -3.91155, -1.08294)  0.480
H (2.02651, 1.19968, 0.34612)  0.182
H (-0.18357, 3.03765, 0.71323)  0.221
H (1.80285, 4.74033, 0.38037)  0.206
H (2.88195, 3.29214, -0.08020)  0.215
H (3.29737, 3.77819, 2.32644)  0.205
H (1.46859, 4.00559, 2.70717)  0.205
H (2.20126, 2.32218, 2.36283)  0.220

## Properties
Total charge: -1
ΔE to the lowest compared entry with this formula, charge and spin: 324.5 kJ/mol
HOMO-LUMO gap: 7.62 eV
LUMO: 2.8 eV


Record 3
Below is an isolated molecule of C5H8N2, with properties calculated with wB97M-V/def2-TZVPD.

Last column: natural (NBO) charge in e.
Positions of all 15 atoms, in Å:
C (1.35773, 0.17329, 0.58294)  -0.578
C (-0.00452, 0.92266, -0.97634)  0.551
C (-0.29218, 0.02619, 0.09073)  -0.254
C (-0.69525, -1.35661, -0.30734)  0.154
C (-1.27875, 0.80648, 0.77152)  -0.631
N (0.45115, 1.51398, -1.92706)  -0.643
N (-0.23187, -2.33668, 0.34432)  -0.606
H (1.11437, 2.28752, -1.85509)  0.391
H (-0.64899, -3.22112, 0.05620)  0.347
H (-1.36639, -1.41487, -1.17043)  0.175
H (1.35656, -0.60850, 1.33542)  0.250
H (1.48497, 1.14732, 1.04640)  0.218
H (2.08983, -0.05436, -0.19452)  0.215
H (-2.13001, 0.26695, 1.15601)  0.202
H (-1.20664, 1.84776, 1.04725)  0.210

## Properties
ΔE to the lowest compared entry with this formula, charge and spin: 599.8 kJ/mol
HOMO-LUMO gap (alpha / beta): 6.01 / 7.57 eV
LUMO (alpha / beta): 0.0 / 0.6 eV


Record 4
Below is a structure of composition C16H37N3O13V3, with properties calculated with wB97M-V/def2-TZVPD.

Last column: Löwdin charge in e.
Positions of all 72 atoms, in Å:
O (-1.74635, -12.17937, -6.72483)  -0.181
V (-1.84108, -10.67986, -7.15286)  1.089
O (-2.08105, -6.81290, -8.02496)  -0.220
V (-0.96812, -7.26110, -7.01249)  1.070
O (2.57072, -9.79345, -5.14105)  -0.223
V (0.99624, -9.58370, -5.20281)  1.203
C (0.54218, -9.49487, -7.95286)  -0.602
O (0.48715, -10.52553, -7.21927)  -0.085
O (-0.64598, -9.12696, -8.28448)  -0.130
O (0.99621, -8.56462, -7.17826)  -0.140
C (-1.71970, -8.93298, -5.01554)  -0.667
O (-2.32651, -8.70409, -6.08611)  -0.096
O (-1.20633, -10.08049, -4.99212)  -0.097
O (-0.71662, -8.10631, -4.98386)  -0.173
C (-0.21485, -12.39599, -9.90622)  -0.063
O (-1.32944, -11.78138, -9.29236)  -0.267
C (-2.18901, -11.11650, -10.26162)  -0.139
C (-3.28403, -10.27186, -9.63215)  -0.154
N (-3.68907, -10.80574, -8.32409)  -0.094
C (-4.78773, -10.03491, -7.66477)  -0.135
C (-5.17252, -10.71448, -6.34474)  -0.190
O (-4.01344, -11.23692, -5.75880)  -0.257
C (-4.27980, -12.28552, -4.83901)  -0.055
H (-0.53254, -13.14891, -10.63004)  0.109
H (0.33436, -12.85642, -9.08686)  0.096
H (0.49218, -11.74562, -10.43308)  0.105
H (-2.63749, -11.91881, -10.85402)  0.140
H (-1.52715, -10.52301, -10.89305)  0.137
H (-4.18320, -10.14521, -10.24650)  0.144
H (-3.02194, -9.21662, -9.49492)  0.122
H (-4.06133, -11.74637, -8.44355)  0.159
H (-5.61355, -9.94571, -8.37280)  0.139
H (-4.46478, -9.01518, -7.44146)  0.117
H (-5.81323, -11.53731, -6.69369)  0.136
H (-5.75919, -10.01915, -5.74279)  0.143
H (-3.34321, -12.54219, -4.34476)  0.088
H (-4.56688, -13.17947, -5.40230)  0.104
H (-5.03592, -12.06929, -4.08434)  0.106
C (2.72338, -13.39654, -5.68547)  -0.029
C (1.22783, -13.21440, -5.41794)  -0.393
C (0.58444, -14.46094, -4.78007)  -0.172
O (-0.82095, -14.23819, -4.83312)  -0.218
C (-1.54097, -15.36780, -4.39842)  -0.098
N (1.00673, -12.00661, -4.57237)  0.052
H (2.90388, -14.29210, -6.27776)  0.093
H (3.31668, -13.23904, -4.78792)  0.091
H (2.97555, -12.62928, -6.42617)  0.081
H (0.74528, -13.11280, -6.39055)  0.117
H (0.89995, -14.58356, -3.74039)  0.141
H (0.83539, -15.30190, -5.42781)  0.136
H (-1.51958, -15.42706, -3.29798)  0.097
H (-1.19482, -16.30629, -4.83190)  0.097
H (-2.60995, -15.20114, -4.55127)  0.083
H (0.18040, -12.18274, -3.99562)  0.095
H (1.75158, -12.14501, -3.88357)  0.098
C (-0.15850, -3.23132, -5.04587)  -0.028
C (-0.43991, -4.19222, -6.18307)  -0.375
C (0.84756, -4.64544, -6.87339)  -0.122
O (0.55537, -5.78468, -7.72025)  -0.294
C (1.55850, -6.00065, -8.71418)  -0.042
N (-1.20853, -5.38997, -5.78688)  0.035
H (-1.06021, -2.88622, -4.53715)  0.095
H (0.26808, -2.32238, -5.47317)  0.101
H (0.51936, -3.65487, -4.30446)  0.096
H (-0.97048, -3.69872, -7.00077)  0.160
H (1.57231, -5.09921, -6.18411)  0.148
H (1.32754, -3.84538, -7.43351)  0.147
H (1.21181, -6.79751, -9.37115)  0.097
H (2.49520, -6.35496, -8.28276)  0.109
H (1.67584, -5.10835, -9.32582)  0.112
H (-2.17344, -5.06338, -5.66648)  0.135
H (-1.04600, -5.53452, -4.78361)  0.116

## Properties
Expectation value of S²: 3.84
Total charge: +2
Multiplicity: 4
HOMO-LUMO gap (alpha / beta): 6.67 / 6.68 eV
LUMO (alpha / beta): -7.7 / -7.7 eV